No. 1
DFT (ωB97M-V with the def2-TZVPD basis set) results for 6 unconnected molecules or ions with the total composition C18H51O21P5 at a distorted geometry.

Each line ends with the Löwdin charge.
CARTESIAN COORDINATES (ANGSTROEM)
C1 8.8123 3.7553 3.3613  0.015
C2 7.8375 3.2707 2.2567  -0.433
O1 8.1711 3.1216 1.0876  0.041
C3 6.4098 2.8535 2.6669  0.001
H1 8.3075 4.0997 4.1987  0.058
H2 9.1464 4.5792 2.9670  0.018
H3 9.5191 2.8974 3.3169  0.120
H4 6.1066 3.4927 3.4663  0.075
H5 6.5875 2.0488 3.2370  0.041
H6 5.7775 2.6789 1.8067  0.073
C4 -3.2739 2.5633 -1.7961  -0.133
O2 -4.2697 1.5781 -1.7763  -0.204
P1 -4.4306 0.8282 -0.3383  0.493
O3 -5.6216 1.4679 0.3352  -0.267
O4 -4.7177 -0.7611 -0.6291  -0.250
C5 -6.0137 -1.2881 -0.6477  -0.134
O5 -3.1727 0.7504 0.6333  -0.223
C6 -3.1132 -0.2156 1.7422  -0.023
H7 -3.3640 3.0593 -2.6802  0.056
H8 -2.1950 2.1126 -1.6443  0.124
H9 -3.2369 3.1873 -0.9397  0.074
H10 -6.7544 -0.9153 -1.3400  0.091
H11 -6.3747 -1.3452 0.3610  0.088
H12 -5.9142 -2.3356 -0.7827  0.071
H13 -3.4255 -1.2106 1.3528  0.109
H14 -3.9581 -0.0623 2.3893  0.095
H15 -2.4111 -0.1718 2.3727  0.003
C7 3.9210 3.5997 -1.7300  -0.044
O6 3.4355 2.4396 -2.4606  -0.188
P2 1.9103 2.3915 -2.5700  0.453
O7 1.2323 2.2976 -1.2328  -0.250
O8 1.1785 3.6231 -3.4395  -0.180
C8 0.1491 3.3742 -4.2811  -0.141
O9 1.5341 1.0124 -3.2923  -0.227
C9 2.2249 -0.2605 -3.0318  -0.044
H16 3.6223 4.0836 -0.9670  0.009
H17 3.6861 4.2865 -2.5338  0.089
H18 5.0594 3.3206 -1.4935  0.157
H19 0.3207 2.3976 -4.7543  0.105
H20 -0.0798 4.1838 -4.8758  0.083
H21 -0.6727 3.3103 -3.7849  0.017
H22 2.3016 -0.6096 -1.9302  0.109
H23 3.4019 -0.1302 -3.4208  0.152
H24 1.9373 -1.0580 -3.4599  -0.013
C10 0.9747 -4.7343 2.2642  -0.154
O10 0.2802 -3.5171 2.4724  -0.233
P3 0.0420 -2.8311 3.9753  0.434
O11 -1.2987 -2.2786 4.1400  -0.226
O12 0.0042 -4.1511 4.8249  -0.261
C11 -0.7541 -4.1750 6.0656  -0.092
O13 1.2766 -2.1004 4.7026  -0.202
C12 2.4732 -2.0969 4.0497  -0.179
H25 2.1278 -4.9182 2.7557  0.142
H26 1.3752 -5.1101 1.1983  0.120
H27 0.4230 -5.4835 2.6366  0.015
H28 -0.6050 -5.1851 6.6752  0.123
H29 -1.8925 -3.8936 5.8705  0.125
H30 -0.3625 -3.4374 6.6867  0.040
H31 2.6286 -3.0974 4.1586  0.026
H32 3.1179 -1.3862 4.6285  0.112
H33 2.5646 -1.9324 2.8237  0.145
C13 -6.4036 -0.6429 -4.2570  -0.103
O14 -5.8522 -1.7190 -3.4774  -0.267
P4 -4.2879 -2.2263 -3.5126  0.465
O15 -3.8890 -2.5576 -4.8795  -0.245
O16 -3.3146 -1.0060 -3.0224  -0.223
C14 -2.4360 -0.3933 -4.0539  -0.055
O17 -4.0686 -3.5228 -2.6150  -0.180
C15 -2.8044 -3.9606 -2.3543  -0.142
H34 -6.2227 0.4273 -3.8938  0.103
H35 -7.4736 -0.9593 -4.4276  0.103
H36 -5.8822 -0.5759 -5.3078  0.111
H37 -1.6651 -0.8768 -4.3856  0.024
H38 -2.0530 0.6087 -3.8970  0.076
H39 -2.9008 0.0453 -4.9029  0.081
H40 -2.3613 -4.1742 -3.3016  0.085
H41 -2.8383 -4.9780 -2.0862  0.075
H42 -2.1208 -3.4621 -1.6070  0.112
C16 3.3743 0.8204 1.2581  -0.097
O18 2.2204 0.3340 0.6318  -0.239
P5 0.8144 0.6124 1.2777  0.514
O19 0.7146 -0.3676 2.4494  -0.292
O20 0.5803 2.0634 2.0135  -0.155
C17 -0.3881 2.8018 1.4075  -0.207
O21 -0.1497 0.0908 0.0914  -0.265
C18 -0.3496 -1.3475 -0.1862  -0.046
H43 4.1754 0.2209 0.6760  0.142
H44 3.3552 0.5283 2.2444  0.053
H45 3.5087 1.8154 1.2142  0.037
H46 -0.7665 3.5782 2.1330  0.106
H47 -1.3251 2.4120 1.0209  0.066
H48 -0.0036 3.5244 0.6312  0.091
H49 0.6627 -1.9497 -0.1417  0.122
H50 -0.8046 -1.3854 -1.1028  0.029
H51 -1.0107 -1.7517 0.7157  0.116

Its total energy is -4003.14912 Eh. The spin multiplicity is 1. As for the energy relative to the best compared isomer or geometry (same formula, charge and spin): 212.7 kJ/mol. The calculation puts the molecular weight at 758.5 g/mol. Its charge is 0. The highest occupied orbital energy is -9.456 eV. For the HOMO-LUMO gap, the calculation gives 9.78 eV.


No. 2
DFT (ωB97M-V with the def2-TZVPD basis set) results for a molecular structure, C27H29ClF5N2O7P2SZr at a distorted geometry.

Each line ends with the Löwdin charge.
CARTESIAN COORDINATES (ANGSTROEM)
Zr1 -0.0659 0.2984 -0.5172  1.447
O1 1.7261 3.6515 3.9541  0.156
C1 1.4533 2.4715 4.4606  -0.498
O2 1.6329 2.1965 5.6146  0.103
C2 0.8810 1.4275 3.5311  -0.020
C3 0.4786 0.1657 3.9687  -0.563
Cl1 0.5146 -0.5092 5.5083  0.900
N1 0.0311 -0.5331 2.8969  -0.047
N2 0.1392 0.1988 1.7800  0.010
C4 0.6360 1.3926 2.1504  -0.150
C5 0.7959 2.4786 1.1121  -0.536
O3 1.1408 3.5952 1.4463  0.127
O4 0.5110 2.1324 -0.1004  -0.258
C6 -0.4477 -1.8862 2.9244  -0.226
C7 0.2781 -2.8890 2.3020  -0.007
C8 -0.1385 -4.2054 2.4113  -0.049
C9 -1.2641 -4.5179 3.1588  -0.059
C10 -1.9840 -3.5086 3.7850  -0.061
C11 -1.5817 -2.1882 3.6684  -0.049
H1 1.5147 3.7294 2.9946  0.056
H2 1.1868 -2.6564 1.7728  0.091
H3 0.4347 -4.9852 1.9279  0.126
H4 -1.5747 -5.5484 3.2665  0.119
H5 -2.8518 -3.7500 4.3837  0.119
H6 -2.1288 -1.4009 4.1712  0.117
C12 -2.6120 3.4231 -0.0846  -0.240
P1 -2.3248 1.7191 0.5153  0.795
C13 -2.6401 1.9669 2.3103  -0.219
C14 -3.8697 0.8819 -0.0593  -0.407
C15 -3.8100 -0.6175 0.2365  -0.385
P2 -2.2749 -1.3586 -0.4719  0.823
C16 -2.3450 -3.0499 0.2139  -0.225
C17 -2.7734 -1.7013 -2.2040  -0.246
H7 -3.5310 3.8186 0.3470  0.060
H8 -2.6834 3.4353 -1.1706  0.020
H9 -1.7754 4.0575 0.2129  0.054
H10 -3.6612 2.3155 2.4583  0.059
H11 -1.9535 2.7297 2.6817  0.054
H12 -2.4797 1.0502 2.8798  0.031
H13 -3.9350 1.0545 -1.1354  0.061
H14 -4.7418 1.3471 0.4042  0.093
H15 -4.6859 -1.1328 -0.1615  0.097
H16 -3.7813 -0.7872 1.3176  0.079
H17 -3.2951 -3.5088 -0.0567  0.063
H18 -2.2537 -3.0234 1.2988  0.005
H19 -1.5247 -3.6375 -0.1991  0.060
H20 -3.5457 -2.4703 -2.2280  0.058
H21 -1.9045 -2.0543 -2.7625  0.052
H22 -3.1522 -0.7968 -2.6743  0.022
C18 3.4589 -1.2763 1.1124  0.015
C19 2.8583 -1.0185 -0.2676  -0.467
C20 3.9214 -1.0859 -1.3503  0.018
O5 2.2181 0.2939 -0.2615  -0.115
C21 1.7432 -2.0529 -0.5529  -0.552
O6 2.0071 -3.2224 -0.5974  0.145
O7 0.5337 -1.5447 -0.6921  -0.284
H23 4.3504 -0.6645 1.2541  0.103
H24 3.7405 -2.3242 1.2002  0.108
H25 2.7431 -1.0207 1.8952  0.076
H26 4.7170 -0.3681 -1.1360  0.105
H27 3.5098 -0.8858 -2.3392  0.084
H28 4.3592 -2.0822 -1.3587  0.112
H29 2.8661 0.9493 -0.5415  0.143
F1 0.7981 -1.6943 -7.0059  0.158
C22 0.3063 -0.9817 -6.0087  -0.130
C23 -0.9295 -0.3575 -6.1348  -0.130
F2 -1.5995 -0.4681 -7.2700  0.154
C24 -1.4692 0.3568 -5.0779  -0.229
F3 -2.6751 0.8985 -5.2021  0.113
C25 -0.7817 0.4956 -3.8746  -0.517
S1 -1.3718 1.3705 -2.4961  0.706
C26 0.4610 -0.1066 -3.8144  -0.211
F4 1.1486 0.0649 -2.6442  -0.023
C27 1.0173 -0.8539 -4.8259  -0.134
F5 2.1991 -1.4413 -4.6628  0.139

Its total energy is -3769.94657 Eh. The spin multiplicity is 1. As for the energy relative to the best compared isomer or geometry (same formula, charge and spin): 69.8 kJ/mol. The calculation puts the molecular weight at 809.2 g/mol. Its charge is +1. The highest occupied orbital energy is -11.287 eV. For the HOMO-LUMO gap, the calculation gives 7.83 eV.


No. 3
DFT (ωB97M-V with the def2-TZVPD basis set) results for C3H5N3O in the gas phase at a distorted geometry.

Each line ends with the Löwdin charge.
CARTESIAN COORDINATES (ANGSTROEM)
C1 -0.3454 -0.6423 -1.1287  -0.061
C2 0.4320 0.3302 -1.7124  -0.116
C3 0.0830 1.0831 0.2351  -0.519
H1 -0.6602 -2.0416 1.1155  0.114
H2 0.6050 -0.9919 1.6065  0.117
H3 -0.7168 -1.6075 -1.3633  0.092
H4 0.8798 0.2614 -2.7018  0.091
H5 -0.2374 1.5112 2.0833  0.122
N1 -0.3871 -1.0371 1.2563  0.059
N2 -0.4448 -0.1613 0.1820  -0.151
N3 0.5106 1.4841 -0.8924  0.128
O1 0.2813 1.8118 1.3200  0.123

Its total energy is -356.75508 Eh. The spin multiplicity is 1. As for the energy relative to the best compared isomer or geometry (same formula, charge and spin): 268.6 kJ/mol. The calculation puts the molecular weight at 99.1 g/mol. Its charge is 0. The highest occupied orbital energy is -8.511 eV. For the HOMO-LUMO gap, the calculation gives 9.10 eV.


No. 4
DFT (ωB97M-V with the def2-TZVPD basis set) results for a molecular structure, C3H7ClN2Si at a distorted geometry.

Each line ends with the Löwdin charge.
CARTESIAN COORDINATES (ANGSTROEM)
C1 -0.8682 1.4289 -0.8609  -0.246
C2 -1.1807 1.4114 0.6044  -0.191
C3 0.9524 -1.9778 -0.5366  -0.230
N1 0.1198 0.8195 -1.3118  -0.013
N2 -0.3968 0.1752 1.0790  -0.080
Si1 0.8767 -0.1393 -0.1055  0.052
Cl1 2.8897 0.2249 0.2880  0.287
H1 -1.6304 1.9179 -1.5541  0.126
H2 -0.9299 2.2562 1.0905  0.066
H3 -2.2257 1.1111 0.8342  0.125
H4 1.8659 -2.2319 -0.9908  -0.021
H5 1.1419 -2.6000 0.3776  0.034
H6 -0.0235 -2.4873 -0.9188  0.070
H7 -0.5910 0.0912 2.0048  0.022

Its total energy is -977.77216 Eh. The spin multiplicity is 1. As for the energy relative to the best compared isomer or geometry (same formula, charge and spin): 109.4 kJ/mol. The calculation puts the molecular weight at 134.6 g/mol. Its charge is 0. The highest occupied orbital energy is -9.540 eV. For the HOMO-LUMO gap, the calculation gives 10.32 eV.